{
  "formula": "C2H8S4",
  "method": "the ωB97M-V functional and the def2-TZVPD basis",
  "homo_ev": -8.42,
  "relative_energy_kcal_mol": 7.82,
  "smiles": "CSS.CSS",
  "species": ["C", "S", "S", "H", "H", "H", "H", "C", "S", "S", "H", "H", "H", "H"],
  "positions_angstrom": [[1.353, -0.733, -0.998], [2.119, 0.111, 0.439], [2.492, 1.934, -0.506], [0.384, -0.319, -1.265], [2.062, -0.581, -1.796], [1.323, -1.786, -0.721], [3.441, 2.289, 0.369], [-1.746, 0.793, 0.359], [-3.077, -0.280, 1.004], [-2.303, -2.159, 0.646], [-0.786, 0.302, 0.489], [-1.996, 0.981, -0.676], [-1.782, 1.705, 0.946], [-1.485, -2.259, 1.708]],
  "mulliken_charge": [-0.845, -0.058, -0.183, 0.269, 0.380, 0.297, 0.147, -0.359, -0.078, -0.220, -0.119, 0.302, 0.308, 0.161]
}

{
  "formula": "C6H10O3",
  "method": "the ωB97M-V functional and the def2-TZVPD basis",
  "homo_ev": -8.26,
  "relative_energy_kcal_mol": 120.38,
  "species": ["C", "C", "C", "C", "C", "C", "O", "O", "O", "H", "H", "H", "H", "H", "H", "H", "H", "H", "H"],
  "positions_angstrom": [[-1.156, 0.319, 0.569], [-0.513, 0.023, -0.813], [0.247, 0.565, 0.325], [-0.955, 1.166, -1.845], [-0.285, -1.329, -1.364], [1.160, -0.865, 1.574], [-2.054, 0.432, 1.387], [1.099, 1.617, 0.687], [1.492, -0.091, 2.714], [-0.079, 1.443, -2.513], [-1.313, 2.070, -1.347], [-1.545, 0.709, -2.542], [-0.099, -2.018, -0.534], [0.583, -1.158, -1.956], [-1.280, -1.706, -1.824], [2.112, -1.240, 1.148], [0.331, -1.601, 1.630], [1.607, 1.436, 1.525], [0.649, 0.228, 3.179]],
  "mulliken_charge": [0.085, 1.141, 0.302, -1.471, -1.302, -0.522, -0.626, -0.621, -0.594, 0.327, 0.335, 0.499, 0.268, 0.358, 0.355, 0.308, 0.398, 0.412, 0.348]
}

{
  "formula": "C28H51Cl2N7O5PPtS",
  "method": "the ωB97M-V functional and the def2-TZVPD basis",
  "multiplicity": 5,
  "homo_ev": [-15.61, -15.75],
  "charge": 3,
  "species": ["Pt", "Cl", "C", "Cl", "H", "H", "C", "N", "C", "C", "N", "N", "C", "C", "H", "H", "H", "H", "H", "H", "H", "H", "H", "H", "H", "H", "H", "C", "C", "C", "C", "C", "C", "C", "S", "O", "O", "N", "C", "C", "C", "O", "O", "H", "H", "H", "H", "H", "H", "H", "H", "H", "H", "H", "H", "O", "P", "N", "C", "C", "C", "C", "N", "C", "C", "C", "C", "N", "C", "C", "C", "C", "H", "H", "H", "H", "H", "H", "H", "H", "H", "H", "H", "H", "H", "H", "H", "H", "H", "H", "H", "H", "H", "H", "H", "H"],
  "positions_angstrom": [[-0.002, 1.205, -0.028], [2.552, 3.810, 0.315], [3.361, 2.429, 1.018], [2.500, 0.885, 0.644], [3.390, 2.521, 2.096], [4.351, 2.328, 0.589], [-0.223, 3.602, -2.470], [-0.197, 4.597, -1.413], [0.616, 5.779, -1.689], [-0.656, 4.307, -0.187], [-0.865, 3.039, 0.189], [-0.912, 5.315, 0.667], [-0.994, 5.079, 2.104], [-1.464, 6.597, 0.222], [-0.242, 4.126, -3.425], [-1.118, 2.989, -2.389], [0.656, 2.955, -2.434], [1.549, 5.458, -2.155], [0.857, 6.301, -0.768], [0.108, 6.465, -2.367], [-1.416, 3.017, 1.038], [-2.001, 4.788, 2.416], [-0.738, 6.005, 2.615], [-0.277, 4.318, 2.405], [-1.657, 6.581, -0.846], [-0.791, 7.421, 0.459], [-2.412, 6.764, 0.734], [-3.601, -4.225, 8.916], [-2.617, -3.481, 8.118], [-2.923, -2.159, 7.655], [-1.999, -1.446, 6.960], [-0.730, -2.024, 6.702], [-0.406, -3.331, 7.134], [-1.333, -4.046, 7.829], [0.556, -1.003, 5.966], [1.761, -1.720, 6.222], [0.262, 0.304, 6.457], [0.337, -0.956, 4.379], [0.787, -1.991, 3.448], [-0.211, -2.182, 2.301], [-0.238, -0.939, 1.446], [0.196, -0.964, 0.251], [-0.632, 0.151, 1.947], [-3.548, -3.835, 9.947], [-3.395, -5.292, 8.962], [-4.623, -4.033, 8.588], [-3.892, -1.738, 7.889], [-2.193, -0.432, 6.638], [0.585, -3.718, 6.940], [-1.110, -5.041, 8.192], [-0.218, -0.194, 4.006], [0.938, -2.921, 3.992], [1.760, -1.710, 3.037], [-1.211, -2.376, 2.691], [0.099, -3.027, 1.689], [0.706, 0.619, -2.340], [0.648, -0.625, -3.144], [-0.742, -1.436, -3.058], [-0.864, -2.913, -3.037], [-1.866, -3.144, -1.917], [-2.861, -2.002, -2.121], [-1.996, -0.812, -2.554], [0.712, -0.025, -4.840], [-0.338, -0.185, -5.825], [0.098, 0.657, -7.026], [1.079, 1.665, -6.418], [1.762, 0.841, -5.327], [1.942, -1.578, -3.155], [2.326, -2.515, -4.237], [3.036, -3.634, -3.486], [3.739, -2.893, -2.349], [2.725, -1.834, -1.911], [0.105, -3.375, -2.860], [-1.256, -3.267, -3.993], [-1.359, -3.048, -0.955], [-2.330, -4.127, -1.972], [-3.439, -1.772, -1.228], [-3.568, -2.258, -2.910], [-1.758, -0.150, -1.721], [-2.481, -0.224, -3.335], [-1.280, 0.145, -5.368], [-0.474, -1.254, -6.025], [-0.748, 1.131, -7.515], [0.596, 0.026, -7.763], [0.547, 2.505, -5.969], [1.793, 2.060, -7.136], [2.228, 1.375, -4.500], [2.525, 0.182, -5.774], [3.009, -2.021, -4.932], [1.454, -2.867, -4.793], [3.718, -4.186, -4.128], [2.304, -4.341, -3.087], [4.650, -2.416, -2.713], [4.014, -3.549, -1.526], [3.197, -0.912, -1.574], [2.067, -2.197, -1.119]],
  "mulliken_spin": [1.431, 0.004, -0.001, 0.111, 0.001, 0.004, 0.029, 0.016, -0.002, -0.002, 0.064, 0.015, 0.002, 0.000, 0.002, -0.005, -0.014, 0.001, 0.001, 0.001, -0.009, 0.000, 0.001, -0.002, 0.000, 0.000, 0.001, 0.029, 0.209, 0.135, 0.011, 0.282, 0.015, 0.164, -0.019, 0.013, 0.023, 0.059, 0.000, 0.004, 0.036, 0.043, 0.090, 0.057, 0.002, 0.016, 0.002, -0.001, 0.001, 0.003, -0.006, 0.005, 0.002, 0.003, 0.000, 0.126, 0.046, -0.018, -0.004, 0.001, 0.001, 0.011, 0.808, -0.031, 0.002, 0.021, -0.025, 0.011, 0.002, -0.001, 0.001, 0.002, 0.000, 0.001, 0.000, 0.000, 0.000, 0.000, 0.023, 0.002, 0.058, 0.048, 0.000, 0.002, 0.000, -0.002, 0.017, 0.072, 0.000, 0.003, 0.000, 0.000, 0.000, 0.001, -0.002, 0.001]
}

{
  "formula": "AlBBeF5H18NNaO9P2",
  "method": "the ωB97M-V functional and the def2-TZVPD basis",
  "homo_ev": -8.68,
  "charge": 1,
  "species": ["N", "B", "O", "P", "P", "O", "O", "H", "H", "H", "H", "H", "H", "O", "H", "H", "H", "F", "Al", "F", "F", "F", "O", "H", "H", "F", "O", "H", "H", "Be", "O", "H", "Na", "O", "H", "H", "O", "H", "H"],
  "positions_angstrom": [[5.702, 1.205, 0.041], [4.896, 1.633, -1.071], [4.865, 2.933, -1.499], [3.755, 0.327, -1.887], [2.093, 1.265, -0.940], [0.751, 0.649, -1.527], [2.070, 2.837, -1.125], [5.971, 1.989, 0.625], [6.534, 0.681, -0.209], [5.468, 3.053, -2.244], [3.796, 0.430, -3.296], [0.646, -0.206, -1.084], [1.838, 3.137, -2.016], [-0.764, -2.425, -1.698], [-1.249, -1.674, -2.253], [-0.341, -3.069, -2.286], [-1.393, -2.854, -1.087], [1.365, 1.652, 3.287], [0.089, 1.214, 2.305], [-1.366, 1.707, 2.982], [0.071, -0.457, 2.100], [0.310, 1.925, 0.806], [-1.490, -0.585, 5.713], [-1.432, 0.093, 5.032], [-1.766, -1.374, 5.238], [-2.331, -1.134, -3.263], [-4.520, 0.868, 4.130], [-3.595, 1.077, 3.952], [-5.006, 1.579, 3.704], [3.232, 1.647, 0.911], [1.353, -2.433, 3.732], [0.854, -2.062, 4.481], [-3.965, -1.015, -4.672], [-6.757, 0.776, -2.677], [-7.558, 0.406, -2.291], [-6.390, 1.323, -1.975], [-2.264, -5.167, -3.411], [-1.485, -5.699, -3.212], [-1.989, -4.252, -3.316]],
  "mulliken_charge": [-0.399, 0.559, -0.546, -0.337, 0.946, -0.404, -0.377, 0.280, 0.259, 0.308, 0.077, 0.379, 0.303, -0.407, 0.427, 0.395, 0.475, -0.347, 0.382, -0.342, -0.317, -0.314, -0.623, 0.279, 0.316, -0.925, -0.643, 0.348, 0.299, 0.212, -0.567, 0.285, 0.983, -0.647, 0.327, 0.330, -0.587, 0.342, 0.272]
}

We obtain E_tot values of -45544.4015; -12521.5526; -98922.3548; -64462.6957 eV for the records listed above, in that order.